*one*
A cluster of 2 separate species, C9H14O in total, computed with the ωB97M-V functional and the def2-TZVPD basis.

Each line ends with the Mulliken charge.
Positions of all 24 atoms, in Å:
C -3.23673 -0.10692 -0.30238  -0.72
C -2.91541 -1.51366 -0.79168  -0.86
H -4.27677 0.02601 0.00941  0.36
H -2.60931 0.03243 0.57251  0.13
H -3.18310 0.59999 -1.12235  0.25
H -1.83558 -1.65091 -0.74718  0.25
H -3.45052 -2.28526 -0.23755  0.31
H -3.21790 -1.74707 -1.81735  0.29
C 1.69460 0.41730 2.75677  -1.40
C 0.38954 0.77050 -0.78753  -0.54
C 0.50548 0.88907 0.60102  -0.59
C 1.47313 0.36708 -1.52362  0.78
C 1.68648 0.53117 1.24018  0.40
C 2.66906 0.00033 -0.89790  -0.54
C 2.73950 0.01739 0.47844  -0.45
O 1.49352 0.24326 -2.88380  -0.52
H -0.60392 0.82125 -1.20362  0.31
H -0.22273 1.33739 1.25579  0.44
H 0.86146 0.71514 -3.34954  0.29
H 3.51496 -0.26075 -1.51815  0.39
H 0.71529 0.14947 3.13785  0.36
H 1.87478 1.42985 3.11943  0.31
H 3.65157 -0.34623 0.93767  0.35
H 2.28260 -0.43685 3.07358  0.39

SMILES = Cc1ccc(O)cc1.CC
Kohn-Sham gap = 9.240 eV



*two*
A cluster of 2 separate species, C9H14O in total, computed with the ωB97M-V functional and the def2-TZVPD basis.

Each line ends with the Mulliken charge.
Positions of all 24 atoms, in Å:
C 0.95941 -3.04542 0.26043  -1.49
C -1.69005 0.21666 -0.24122  0.39
C -0.97387 -0.27830 -1.37143  -0.41
C -1.58975 -0.34446 1.01246  -0.64
C -0.00555 -1.23590 -1.14110  -0.53
C -0.80732 -1.51307 1.12724  -0.56
C 0.06383 -1.85479 0.10825  0.78
O -2.50544 1.30385 -0.38038  -0.57
H -1.12061 0.10404 -2.37474  0.38
H -2.33822 1.69876 -1.23483  0.39
H -2.02736 0.06631 1.91118  0.42
H 0.65489 -1.56987 -1.93188  0.39
H -0.60074 -1.95468 2.09287  0.31
H 0.69247 -3.76716 1.03357  0.39
H 1.98541 -2.78818 0.56175  0.29
H 0.92042 -3.73235 -0.58676  0.35
C 0.42695 2.68402 -0.12209  -0.55
C 1.66591 1.93324 0.40003  -0.79
H -0.31418 2.75642 0.67087  0.22
H 0.67130 3.67530 -0.51506  0.42
H -0.09970 2.16467 -0.91861  0.04
H 1.62753 0.86073 0.24278  0.17
H 1.86535 2.21140 1.44115  0.27
H 2.53929 2.40875 -0.04449  0.31

SMILES = Cc1ccc(O)cc1.CC
Kohn-Sham gap = 9.298 eV



*three*
A cluster of 2 separate species, C9H14O in total, computed with the ωB97M-V functional and the def2-TZVPD basis.

Each line ends with the Mulliken charge.
Positions of all 24 atoms, in Å:
C 0.49625 -3.20111 -0.53969  -0.90
C -0.20633 -2.68246 -1.70368  -0.59
H 0.80604 -4.31335 -0.56649  0.29
H 1.57417 -2.80118 -0.37451  0.23
H 0.17864 -2.92948 0.43449  0.30
H 0.25006 -3.01870 -2.72103  0.25
H -0.37031 -1.63723 -1.47607  0.20
H -1.12269 -3.21972 -1.68902  0.22
C 2.44420 1.78273 0.38480  -1.26
C -1.34396 2.39671 -0.14512  -0.89
C 0.06297 2.46604 -0.15885  -0.19
C -1.96463 1.29153 0.61623  0.74
C 0.90332 1.67652 0.53369  0.24
C -1.11106 0.46124 1.44204  -0.84
C 0.29740 0.66719 1.31090  -0.07
O -3.32682 1.18804 0.35080  -0.54
H -1.99474 2.90814 -0.77007  0.43
H 0.32475 3.25690 -0.78556  0.33
H -3.61605 0.27481 0.39934  0.32
H -1.45033 -0.32443 2.11112  0.36
H 3.04284 0.95402 0.17276  0.35
H 2.72886 2.10023 1.38637  0.34
H 0.81037 -0.03661 1.95270  0.38
H 2.58703 2.74017 -0.16518  0.30

SMILES = Cc1ccc(O)cc1.CC
Kohn-Sham gap = 9.166 eV



*four*
A cluster of 2 separate species, C9H14O in total, computed with the ωB97M-V functional and the def2-TZVPD basis.

Each line ends with the Mulliken charge.
Positions of all 24 atoms, in Å:
C -0.78727 -1.82927 2.17481  -1.36
C -0.56047 2.35217 1.37827  0.87
C -0.77049 1.93235 2.67214  -0.68
C -0.42910 1.44911 0.31868  -0.49
C -0.90486 0.56147 2.92692  -0.59
C -0.48537 0.09326 0.59373  -0.26
C -0.80618 -0.34366 1.88837  0.57
O -0.37562 3.66931 1.04662  -0.53
H -0.34662 4.24262 1.82440  0.29
H -0.74425 2.67001 3.46026  0.25
H -0.12298 1.87668 -0.62440  0.38
H -1.13911 0.20919 3.92770  0.27
H -0.57689 -0.59501 -0.23864  0.31
H -0.92330 -1.99187 3.24192  0.34
H 0.10495 -2.29997 1.76484  0.32
H -1.60073 -2.38619 1.69544  0.31
C 1.21062 -1.43245 -4.24053  -0.85
C 1.38527 -0.97332 -2.76334  -0.62
H 1.94819 -2.19867 -4.47048  0.25
H 0.23781 -1.87189 -4.40419  0.29
H 1.47302 -0.62877 -4.93139  0.25
H 2.23302 -1.42566 -2.27926  0.35
H 0.44705 -1.18221 -2.24582  0.07
H 1.53331 0.10274 -2.71605  0.27

SMILES = Cc1ccc(O)cc1.CC
Kohn-Sham gap = 9.241 eV



Which of them is most stable, and which least? Most stable: *four*; least stable: *three*.



*one*
A cluster of 2 separate species, C9H14O in total, computed with the ωB97M-V functional and the def2-TZVPD basis.

Each line ends with the Mulliken charge.
Positions of all 24 atoms, in Å:
C 2.41141 0.19833 2.66156  -1.24
C -0.99922 1.48732 1.39809  -0.44
C 0.11489 1.33498 2.17676  -0.47
C -1.35801 0.58687 0.28341  -0.08
C 1.05947 0.32149 1.97914  0.53
C -0.37914 -0.46737 0.03308  -0.15
C 0.69727 -0.61820 0.91224  -0.37
O -2.45407 0.78298 -0.68611  -0.51
H -1.44800 2.38377 1.59764  0.41
H 0.39086 2.14511 2.89441  0.28
H -3.20643 1.25714 -0.51330  0.30
H -0.56345 -1.31257 -0.59401  0.55
H 3.04732 0.92572 2.03095  0.24
H 2.70604 -0.81750 2.72646  0.40
H 1.53644 -1.41884 0.71515  0.16
H 2.34778 0.47726 3.72066  0.35
C 0.60941 -0.87085 -3.75886  -0.81
C 0.01987 -2.15597 -3.34917  -0.71
H 0.98770 -0.30757 -2.89103  0.23
H 1.33745 -0.85454 -4.56844  0.32
H -0.13875 -0.18193 -4.07545  0.28
H 0.31898 -3.01225 -3.89320  0.37
H -1.07719 -2.12540 -3.37796  0.25
H 0.33810 -2.32186 -2.30063  0.10

SMILES = Cc1ccc(O)cc1.CC
Kohn-Sham gap = 9.269 eV



*two*
A cluster of 2 separate species, C9H14O in total, computed with the ωB97M-V functional and the def2-TZVPD basis.

Each line ends with the Mulliken charge.
Positions of all 24 atoms, in Å:
C -0.78651 0.82466 3.15923  -0.72
C -1.96822 0.02388 2.55843  -0.92
H 0.10883 0.49296 2.62528  0.20
H -0.81315 1.86679 2.81037  0.25
H -0.79323 0.81058 4.23291  0.32
H -2.01801 -0.10455 1.47517  0.33
H -1.97339 -0.98044 2.97994  0.29
H -2.86377 0.65052 2.62942  0.35
C 1.55940 1.92744 -2.18207  -1.56
C 0.79721 0.47302 -0.31979  -0.24
C 1.02192 0.61589 -1.71208  0.36
C 0.27201 -0.72539 0.15799  -0.61
C 0.96109 -0.50373 -2.51123  -0.28
C 0.02592 -1.74397 -0.79383  0.85
C 0.43953 -1.73358 -2.11513  -0.97
O -0.67789 -2.77318 -0.21506  -0.51
H 0.72047 1.42806 0.18287  0.33
H -0.02530 -0.82243 1.18295  0.53
H 2.58443 2.07905 -1.82485  0.32
H 0.74686 2.66061 -2.06279  0.35
H 1.34735 -0.42906 -3.52028  0.34
H 0.31784 -2.63315 -2.70814  0.31
H -0.71418 -3.54677 -0.77651  0.30
H 1.73080 2.14277 -3.25280  0.37

SMILES = Cc1ccc(O)cc1.CC
Kohn-Sham gap = 9.153 eV



Which of them is most stable, and which least? Most stable: *two*; least stable: *one*.



*one*
The molecule C22H25N3O2, computed with the ωB97M-V functional and the def2-TZVPD basis.

Each line ends with the Mulliken charge.
Positions of all 52 atoms, in Å:
C 2.86516 1.30381 1.93724  -1.19
N 1.87107 1.29701 0.88575  0.21
C 1.18906 2.57249 0.74614  0.12
C -0.11060 2.45760 -0.07909  -0.53
H -0.96742 2.81627 0.48762  0.39
C 0.14431 3.34003 -1.31428  -0.59
H -0.13601 2.86473 -2.25521  0.38
O 1.53347 3.58577 -1.35979  -0.41
C 1.96275 3.67190 -0.02246  -0.97
H 3.04438 3.54030 -0.00423  0.42
H 1.71638 4.65997 0.39557  0.31
H -0.39696 4.29372 -1.22241  0.32
H -0.29490 1.42212 -0.35422  -0.20
H 0.97014 2.91208 1.76226  0.80
C 2.41249 0.76015 -0.35949  -0.59
C 2.81544 -0.67432 -0.24070  0.58
C 4.10583 -1.15930 -0.28478  -1.37
N 4.03587 -2.50492 -0.24526  0.65
N 2.77997 -2.92558 -0.18517  -0.91
C 2.01222 -1.84158 -0.17371  0.20
C 0.56074 -1.95396 -0.11946  -0.10
C -0.19875 -1.04269 0.60898  -0.54
C -1.57628 -1.13701 0.63492  0.08
C -2.21720 -2.14749 -0.07377  0.31
C -1.46257 -3.08789 -0.76888  -0.87
C -0.08653 -2.99247 -0.78608  -0.73
H 0.50490 -3.71605 -1.32506  0.44
H -1.97370 -3.88285 -1.28969  0.44
O -3.58036 -2.31871 -0.05641  -0.48
C -4.41042 -1.23244 -0.04969  0.47
C -5.66476 -1.40302 0.53036  -0.61
C -6.57788 -0.36676 0.51996  -0.45
C -6.25277 0.84670 -0.06377  -0.52
C -5.01036 1.01169 -0.65140  -0.61
C -4.08960 -0.01986 -0.65241  -0.11
H -3.12789 0.10804 -1.12775  0.46
H -4.75316 1.94998 -1.12090  0.38
H -6.96598 1.65698 -0.06611  0.38
H -7.54786 -0.50655 0.97365  0.37
H -5.90287 -2.35474 0.97931  0.41
H -2.15908 -0.43342 1.21251  0.55
H 0.30213 -0.26607 1.16651  0.72
C 5.12012 -3.44246 -0.26569  -0.92
H 5.78932 -3.27793 0.58118  0.30
H 5.69150 -3.35242 -1.19196  0.31
H 4.69302 -4.44078 -0.20033  0.33
H 5.04464 -0.64527 -0.34834  0.49
H 1.64388 0.84851 -1.12938  0.33
H 3.29425 1.33056 -0.69518  0.52
H 2.40252 1.62228 2.87067  0.34
H 3.23876 0.28887 2.06525  0.34
H 3.71959 1.96495 1.72519  0.34

SMILES = CN(Cc1cn(C)nc1-c1ccc(Oc2ccccc2)cc1)[C@@H]1CCOC1
Kohn-Sham gap = 8.649 eV



*two*
The molecule C22H25N3O2, computed with the ωB97M-V functional and the def2-TZVPD basis.

Each line ends with the Mulliken charge.
Positions of all 52 atoms, in Å:
C -8.64156 -0.54734 1.41617  -1.12
C -8.23555 0.91487 1.26892  -0.51
C -7.25646 1.15568 0.12125  -0.65
C -5.89032 0.51986 0.35958  -0.62
O -5.04197 0.93307 -0.69554  -0.38
C -3.76438 0.49128 -0.73059  0.73
C -2.99522 0.92886 -1.81434  -0.48
C -1.68636 0.53408 -1.94585  -0.71
C -1.08377 -0.31205 -1.00529  1.03
C -1.86036 -0.73846 0.07333  -1.01
C -3.17684 -0.34849 0.21436  -0.41
H -3.73957 -0.70253 1.06407  0.40
H -1.43267 -1.38980 0.81987  0.24
C 0.29269 -0.70491 -1.19649  -0.14
C 1.04109 -1.49324 -0.41139  -0.81
C 2.42637 -1.80015 -0.78031  0.70
O 2.96739 -1.37821 -1.79685  -0.82
N 3.08440 -2.60506 0.09060  -0.09
H 2.63461 -2.87624 0.94997  0.22
C 4.42997 -3.07952 -0.13197  -0.96
H 4.44995 -4.16247 0.03134  0.46
H 4.66898 -2.88455 -1.18034  0.34
C 5.46453 -2.42483 0.78665  -0.50
C 5.66367 -0.96084 0.56791  0.46
N 6.33874 -0.21324 1.39629  -0.82
C 6.33834 1.04413 0.84714  0.50
C 6.90643 2.23079 1.29619  -0.77
C 6.73216 3.35676 0.51922  -0.38
C 6.01194 3.32159 -0.67694  -0.49
C 5.44109 2.15427 -1.14279  -0.69
C 5.61481 1.01892 -0.36921  0.39
N 5.20945 -0.28103 -0.52404  0.13
H 4.58361 -0.62754 -1.24530  0.22
H 4.88367 2.12246 -2.06690  0.43
H 5.90152 4.23104 -1.24949  0.37
H 7.16197 4.29489 0.83978  0.37
H 7.46267 2.25778 2.21964  0.42
H 5.18878 -2.57345 1.83358  0.29
H 6.42564 -2.92478 0.63651  0.27
H 0.66642 -1.93204 0.50127  0.24
H 0.77403 -0.31838 -2.08744  0.36
H -1.10765 0.88022 -2.78955  0.34
H -3.45953 1.57972 -2.53829  0.42
H -5.48389 0.85459 1.32440  0.41
H -5.96782 -0.57465 0.36767  0.43
H -7.10558 2.22873 -0.01004  0.34
H -7.66907 0.76222 -0.80915  0.29
H -9.13077 1.51197 1.08448  0.32
H -7.79159 1.26569 2.20328  0.30
H -7.79460 -1.16385 1.70592  0.30
H -9.40865 -0.64854 2.18023  0.35
H -9.04078 -0.92726 0.47853  0.29

SMILES = CCCCOc1ccc(/C=C/C(=O)NCCc2nc3ccccc3[nH]2)cc1
Kohn-Sham gap = 8.045 eV



Which of them is most stable, and which least? Most stable: *two*; least stable: *one*.